Entry 1:
Entry from the Open Molecules 2025 dataset: C6H11N2 as an isolated structure in a non-equilibrium geometry (the ωB97M-V functional and the def2-TZVPD basis).

Results
2S+1 ... 1
LUMO ... -2.92 eV
Energy above the lowest of the compared OMol25 structures with the same formula, charge and spin ... 271.1 kJ/mol
Highest occupied orbital energy ... -13.950 eV
Charge ... +1
Gap between HOMO and LUMO ... 11.029 eV
E ... -344.41188 Ha

Geometry as XYZ:
```
19
Properties=species:S:1:pos:R:3:forces:R:3
C 0.822580 -1.183750 0.150862 -2.875 3.226 0.310
C 1.709960 -0.217027 -0.053497 -1.580 -0.411 -0.565
C -0.927638 -0.253725 0.152099 5.671 -2.920 -0.123
C 1.000165 1.034595 -0.416817 1.287 3.173 0.163
C 3.211194 -0.330370 -0.042742 0.546 0.098 -0.315
C -3.345225 -0.016632 0.192545 -0.039 1.554 -1.219
N -0.443516 0.932039 -0.112817 -0.078 0.320 0.014
N -2.094926 -0.783754 0.337860 -1.788 0.411 0.010
H 0.954022 -2.139107 0.532706 -0.251 -1.717 0.408
H 1.509620 1.974640 0.153718 -1.485 -2.096 -1.261
H 1.094671 1.239701 -1.519723 0.071 -0.079 0.981
H 3.698990 0.670533 0.234765 -0.695 -1.649 -0.050
H 3.620225 -0.592011 -1.074447 -0.620 0.205 1.328
H 3.407592 -1.174065 0.674775 0.501 1.070 -0.733
H -3.908315 -0.138156 -0.758943 0.877 -0.501 0.321
H -3.022737 1.025864 0.184127 -0.336 0.073 0.103
H -4.105718 -0.093802 0.951350 0.353 -0.573 0.789
H -0.954865 1.804778 -0.154263 -0.269 -0.222 -0.058
H -2.226082 -1.759746 0.568440 0.711 0.039 -0.104
```
Positions in Å, forces in eV/Å.

---

Entry 2:
Entry from the Open Molecules 2025 dataset: an isolated ion of composition C6H11N2 and charge +1 in a non-equilibrium geometry (the ωB97M-V functional and the def2-TZVPD basis).

Results
2S+1 ... 1
LUMO ... -3.02 eV
Structure (SMILES) ... C[C@H]1C=CCNC1=[NH2+]
Energy above the lowest of the compared OMol25 structures with the same formula, charge and spin ... 150.6 kJ/mol
Highest occupied orbital energy ... -13.762 eV
Charge ... +1
Gap between HOMO and LUMO ... 10.741 eV
E ... -344.45780 Ha

Geometry as XYZ:
```
19
Properties=species:S:1:pos:R:3:forces:R:3
C -1.831377 0.705071 0.269905 2.112 1.265 0.528
C -0.709810 1.306226 0.688688 0.589 0.189 0.306
C 0.477717 -0.929662 0.293032 5.436 2.617 2.750
C -1.777118 -0.524995 -0.497544 -2.111 -2.863 -0.394
C 0.696708 0.766423 0.468060 -0.945 -3.295 -2.325
C 1.316411 1.297542 -0.871222 -0.486 0.997 -0.735
N -0.572253 -1.380914 -0.231845 -2.480 0.880 -0.590
N 1.465371 -1.782293 0.782357 -1.313 0.863 -0.889
H -2.812587 1.044363 0.508679 -0.416 0.606 -0.024
H -0.627816 2.269764 1.193060 -0.804 -0.239 0.120
H -2.715365 -1.107072 -0.170502 1.585 0.265 -0.355
H -1.963851 -0.455324 -1.590713 0.607 0.366 0.545
H 1.404909 0.962490 1.257100 -0.214 -0.276 0.582
H 0.622557 2.108301 -1.281612 0.665 -1.661 -0.070
H 1.688138 0.529859 -1.597476 -1.087 0.518 0.430
H 2.212841 1.885344 -0.743721 0.435 0.076 0.793
H -0.685477 -2.361212 -0.197125 -0.487 -1.209 -0.385
H 2.422636 -1.546729 1.034550 -0.679 0.811 -0.135
H 1.388357 -2.787185 0.686338 -0.407 0.090 -0.152
```
Positions in Å, forces in eV/Å.

---

Entry 3:
Entry from the Open Molecules 2025 dataset: an isolated ion of composition C6H11N2 and charge +2 in a non-equilibrium geometry (the ωB97M-V functional and the def2-TZVPD basis).

Results
2S+1 ... 2
LUMO (spin up / spin down) ... -7.65 / -11.26 eV
Energy above the lowest of the compared OMol25 structures with the same formula, charge and spin ... 66.8 kJ/mol
Highest occupied orbital energy (spin up / spin down) ... -18.525 / -18.724 eV
Charge ... +2
Gap between HOMO and LUMO (spin up / spin down) ... 10.875 / 7.466 eV
E ... -344.01265 Ha

Geometry as XYZ:
```
19
Properties=species:S:1:pos:R:3:forces:R:3
C -1.294782 0.911547 1.159490 -0.716 -3.232 0.315
C -0.636003 1.144209 -0.204892 -2.795 1.812 -1.674
C 0.181572 0.015152 -0.611996 1.284 -2.675 -0.821
C 1.575205 -0.091722 -1.095260 -4.211 -2.753 -0.453
N 1.693437 -1.305105 -1.659987 -0.769 -0.701 -0.212
C 0.513393 -2.094389 -1.586598 1.024 5.738 3.270
C -0.357303 -1.246393 -0.785389 0.056 -0.044 -1.154
N -0.230436 0.839588 2.190735 2.513 -2.329 -2.256
H -1.793663 -0.172453 1.306446 0.704 2.592 -0.941
H -1.990311 1.636115 1.506996 -0.622 0.773 -0.198
H -1.579108 1.253238 -1.049647 2.674 -0.163 2.375
H -0.046886 2.088985 -0.287552 -0.706 -0.422 0.368
H 2.261106 0.630964 -1.244831 2.457 2.222 -0.212
H 2.490795 -1.531258 -2.219760 0.578 -0.454 -0.239
H 0.355124 -3.032757 -1.945012 -0.013 -2.497 -1.228
H -1.397329 -1.405400 -0.559742 -0.084 -0.631 -0.109
H 0.424647 -0.005774 1.951475 -1.671 1.360 1.028
H 0.411916 1.584879 2.018386 0.447 1.361 0.773
H -0.581375 0.780573 3.117137 -0.152 0.044 1.369
```
Positions in Å, forces in eV/Å.

---

Entry 4:
Entry from the Open Molecules 2025 dataset: a 2-piece molecular cluster, C6H11N2O3S overall in a non-equilibrium geometry (the ωB97M-V functional and the def2-TZVPD basis).

Results
2S+1 ... 1
LUMO ... -4.90 eV
Energy above the lowest of the compared OMol25 structures with the same formula, charge and spin ... 184.5 kJ/mol
Highest occupied orbital energy ... -13.138 eV
Charge ... +1
Gap between HOMO and LUMO ... 8.243 eV
E ... -968.35110 Ha

Geometry as XYZ:
```
23
Properties=species:S:1:pos:R:3:forces:R:3
C 1.018895 -0.109617 -1.375326 0.722 -3.801 0.973
C 1.358614 -0.386564 1.121202 -1.360 1.274 -2.518
C 0.966207 1.200799 -1.270134 0.305 0.135 1.892
C 1.114343 0.901943 1.220679 0.872 0.931 1.491
C 1.255727 -1.109729 -0.153664 0.715 1.105 -1.382
C 0.964831 1.743310 0.121954 -1.616 0.882 -2.364
N 0.248003 -2.152327 -0.069921 -0.445 -1.249 0.285
N 0.567428 2.979241 0.319278 0.002 0.785 -2.422
O -2.326811 -0.792182 1.485360 1.661 -0.766 -0.959
O -2.738450 -1.457988 -0.804221 1.382 0.334 -0.275
O -2.038434 0.890305 -0.273089 1.260 0.699 -1.020
S -2.956300 -0.124600 0.120065 -1.228 -1.820 1.991
H 0.969247 -0.737683 -2.292274 -0.125 1.200 0.300
H 1.297091 -0.897822 1.975159 0.391 -2.372 3.250
H 0.818753 1.807440 -2.124297 -0.122 0.776 -0.528
H 1.041305 1.416096 2.168322 0.027 -0.291 0.328
H 2.231449 -1.590337 -0.284816 0.350 0.274 -0.554
H -1.422075 -1.286379 1.306984 -2.247 1.143 -0.075
H -0.176416 -2.321942 -0.991152 0.175 -0.096 0.730
H 0.620458 -3.061786 0.329864 -0.538 1.610 -0.890
H -3.496589 -1.894673 -1.194292 -0.696 0.322 0.113
H 0.345998 3.556527 -0.524453 0.287 -0.723 1.167
H 0.336729 3.427974 1.188780 0.228 -0.352 0.465
```
Positions in Å, forces in eV/Å.

---

Entry 5:
Entry from the Open Molecules 2025 dataset: C6H11N2OS as an isolated structure in a non-equilibrium geometry (the ωB97M-V functional and the def2-TZVPD basis).

Results
2S+1 ... 1
LUMO ... -4.26 eV
Energy above the lowest of the compared OMol25 structures with the same formula, charge and spin ... 182.3 kJ/mol
Highest occupied orbital energy ... -13.830 eV
Charge ... +1
Gap between HOMO and LUMO ... 9.566 eV
E ... -817.84540 Ha

Geometry as XYZ:
```
21
Properties=species:S:1:pos:R:3:forces:R:3
C 1.039785 -1.372908 0.992790 -1.900 3.797 -3.102
C 1.143509 -2.272591 -1.235131 0.312 1.059 -0.067
C -0.475070 -0.450108 -0.021113 0.651 -3.443 3.260
C 0.067198 1.799685 -1.075918 -0.917 2.340 0.993
C -2.186096 1.250514 -0.134152 -0.793 -0.196 0.900
C -0.710180 1.026557 0.068433 3.116 1.241 -0.029
N 1.727650 -2.067555 0.128728 -1.254 -0.663 -0.266
N 1.320397 -0.778982 2.116552 -2.449 0.006 0.288
O 1.678765 -2.984970 -2.006858 -0.202 -0.223 0.341
S -0.152298 -1.109131 -1.652880 0.054 -0.677 0.699
H -1.267918 -0.982925 0.634289 1.022 0.516 -1.611
H 1.158356 1.706832 -1.163594 -0.498 -1.070 -0.545
H 0.098315 2.834002 -0.695849 -0.293 0.021 0.195
H -0.565253 2.026115 -1.981429 1.058 -1.200 0.427
H -2.278445 2.293151 -0.379026 -0.553 0.436 -0.047
H -2.811040 0.997229 0.747293 0.478 0.286 -0.347
H -2.592791 0.647811 -0.948462 0.214 0.113 -0.194
H -0.263040 1.505099 1.059118 -1.271 -1.280 -1.633
H 2.471242 -2.735857 0.270643 0.431 0.067 0.448
H 0.531759 -0.261731 2.595514 1.458 -0.754 -0.820
H 2.065157 -1.070234 2.681054 1.336 -0.378 1.110
```
Positions in Å, forces in eV/Å.

---

Entry 6:
Entry from the Open Molecules 2025 dataset: C6H11N2PS as an isolated structure in a non-equilibrium geometry (the ωB97M-V functional and the def2-TZVPD basis).

Results
2S+1 ... 1
LUMO (spin up / spin down) ... -0.64 / -0.64 eV
Energy above the lowest of the compared OMol25 structures with the same formula, charge and spin ... 166.5 kJ/mol
Highest occupied orbital energy (spin up / spin down) ... -7.986 / -7.987 eV
Charge ... 0
Gap between HOMO and LUMO (spin up / spin down) ... 7.347 / 7.348 eV
E ... -1084.16539 Ha

Geometry as XYZ:
```
21
Properties=species:S:1:pos:R:3:forces:R:3
C 0.195167 -0.522525 -1.614301 3.225 1.467 0.016
C -1.638612 -1.081294 -0.669364 -0.845 1.927 3.575
C 0.134433 -0.032313 -0.331107 3.703 1.868 1.086
C -1.338820 -1.944271 -2.933203 3.120 1.322 -2.429
C 1.045993 -0.138269 2.579425 -0.068 1.049 -0.880
C 0.604554 2.477795 1.409009 0.557 2.835 -0.589
N -0.992115 -0.307841 0.268407 -1.546 -1.771 -1.083
N -0.932570 -1.183612 -1.781371 -2.142 -1.639 -0.783
P 1.594036 0.973120 1.208034 -0.484 0.813 0.845
S 3.437814 1.824049 1.886997 -1.424 -1.638 -1.781
H 0.971474 -0.401771 -2.374671 -0.478 -0.306 0.380
H -2.662626 -1.331170 -0.402919 0.271 -0.602 -0.935
H -1.693310 -1.282804 -3.712538 0.056 0.595 -0.220
H -0.421542 -2.437291 -3.414263 -1.488 0.225 1.019
H -2.155959 -2.547645 -2.796450 -1.487 -1.928 1.036
H 1.510512 -1.141618 2.392653 0.028 1.081 1.141
H -0.005573 -0.252651 2.362393 -0.459 -0.185 0.188
H 1.147727 0.560025 3.479278 0.442 -1.836 -0.841
H 0.815852 3.287437 0.603995 -0.036 -1.659 1.059
H 0.826642 3.023092 2.345757 0.701 -0.620 -0.300
H -0.443076 2.459558 1.494238 -1.645 -0.998 -0.502
```
Positions in Å, forces in eV/Å.